{
  "formula": "C33H57F2N3O3Si",
  "method": "ωB97M-V/def2-TZVPD",
  "species": ["Si", "F", "F", "O", "O", "O", "N", "N", "N", "C", "C", "C", "C", "C", "C", "C", "C", "C", "C", "C", "C", "C", "C", "C", "C", "C", "C", "C", "C", "C", "C", "C", "C", "C", "C", "C", "C", "C", "C", "C", "C", "C", "H", "H", "H", "H", "H", "H", "H", "H", "H", "H", "H", "H", "H", "H", "H", "H", "H", "H", "H", "H", "H", "H", "H", "H", "H", "H", "H", "H", "H", "H", "H", "H", "H", "H", "H", "H", "H", "H", "H", "H", "H", "H", "H", "H", "H", "H", "H", "H", "H", "H", "H", "H", "H", "H", "H", "H", "H"],
  "positions_angstrom": [[-1.936, -0.464, -0.857], [0.381, -0.357, 3.615], [1.946, -1.224, 2.020], [1.212, -0.501, -7.017], [-4.060, 1.526, 7.296], [-0.221, -5.290, 6.205], [0.936, -5.290, 3.890], [-3.045, 2.382, 6.835], [2.464, -0.519, -7.657], [-0.484, -0.282, 0.408], [-1.437, -1.321, -2.517], [-4.086, 4.032, 8.565], [1.050, 0.141, -9.747], [2.381, 1.854, -8.556], [3.505, -0.079, -6.649], [-0.758, 2.029, 8.714], [0.730, -3.027, 5.032], [4.957, -0.357, -7.138], [-1.129, 0.941, 7.711], [-1.850, 1.526, 6.469], [1.240, -4.259, 2.784], [-1.983, 2.841, 9.095], [-0.783, 2.317, 5.656], [3.453, -0.135, -9.872], [-1.139, -1.526, -5.316], [-0.633, -1.462, 1.536], [-0.869, -2.885, -2.378], [0.622, -1.485, 2.642], [0.405, -4.659, 5.194], [-0.597, -3.093, -5.185], [3.421, 1.434, -6.321], [0.504, -2.933, 3.410], [-2.808, 3.408, 7.901], [-2.782, 1.255, -1.159], [3.423, -0.908, -5.330], [-2.237, 0.372, 5.495], [-3.257, -1.658, -0.027], [2.349, 0.332, -8.885], [-1.571, -0.618, -4.007], [-2.174, 4.647, 7.213], [-0.442, -3.778, -3.689], [3.463, 2.289, -7.584], [0.019, 2.690, 8.320], [-2.031, 2.061, -1.607], [-0.333, 1.563, 9.612], [5.684, -0.177, -6.335], [-1.231, 2.818, 4.791], [-1.972, 0.487, -4.097], [2.403, -4.184, 2.631], [-1.761, 0.192, 8.205], [-2.738, -2.732, -0.020], [-0.785, -3.372, -1.293], [0.014, -5.651, 3.503], [-4.148, -1.720, -0.787], [4.251, -0.657, -4.656], [-2.892, -0.376, 5.954], [-0.060, -4.883, -3.575], [-3.221, 1.672, -0.130], [-0.672, 0.750, 0.976], [-3.789, 4.865, 9.219], [4.250, 1.730, -5.666], [-3.676, 1.050, -1.910], [-1.683, 3.652, 9.771], [-4.629, 3.324, 9.198], [-0.005, 1.645, 5.271], [0.574, -0.212, -0.097], [1.806, -2.909, 5.477], [-1.612, -1.345, 2.207], [2.502, 1.656, -5.763], [4.441, 2.239, -8.070], [3.081, -0.895, -10.569], [-0.328, -3.729, -6.156], [-0.240, 3.056, 6.248], [-0.611, -2.508, 0.966], [3.493, -1.982, -5.541], [2.466, 2.443, -9.479], [-3.566, -1.301, 1.053], [-1.647, 4.450, 6.289], [1.415, 2.143, -8.112], [-2.933, 5.379, 6.913], [-1.243, -1.073, -6.390], [-0.100, -2.358, 5.556], [-1.346, -0.168, 5.151], [5.079, -1.400, -7.452], [-1.453, 5.147, 7.871], [-2.631, 2.183, 9.695], [3.311, 3.341, -7.313], [3.851, 0.704, -10.456], [0.646, -4.498, 1.777], [-2.738, 0.769, 4.602], [5.278, 0.295, -7.951], [-4.781, 4.437, 7.821], [2.502, -0.726, -4.766], [-0.216, 0.412, 7.410], [-0.648, -3.214, 3.283], [0.885, -0.907, -10.017], [0.150, 0.519, -9.255], [1.149, 0.706, -10.686], [4.311, -0.616, -9.421]],
  "energy_ha": -2170.217685,
  "spin_multiplicity": 3,
  "largest_force_ev_per_a": 8.92,
  "orbital_gap_ev": [8.511, 7.986],
  "total_charge": 0
}